Formula: C5H6NO
Source: the OMol25 dataset
Level of theory: wB97M-V/def2-TZVPD

The geometry in ORCA input format:
```
! wB97M-V def2-TZVPD RIJCOSX def2/J DEFGRID3
* xyz 1 1
C 1.317 -1.400 -0.124
C 0.035 -1.770 0.116
C 0.176 0.667 -0.502
C -1.983 -0.361 0.547
C 1.481 -0.118 -0.431
N -0.758 -0.453 -0.211
O -1.994 -0.515 -0.841
H 2.088 -2.045 0.066
H 0.082 1.254 0.429
H 0.116 1.065 -1.534
H -2.157 -1.187 1.073
H -2.377 0.661 0.806
H 2.524 0.235 -0.595
*
```

E_tot = -323.59016 Eh
E_LUMO = -6.434 eV
HOMO energy = -14.5 eV
Relative energy (zero: lowest compared OMol25 entry of this formula, charge and spin) = 7.614 eV
Kohn-Sham gap = 8.1 eV

Formula: C5H6NOS2
Source: the OMol25 dataset
Level of theory: wB97M-V/def2-TZVPD

The geometry in ORCA input format:
```
! wB97M-V def2-TZVPD RIJCOSX def2/J DEFGRID3
* xyz 1 1
C 0.277 -2.002 -1.400
C 0.544 -1.323 -0.437
C 0.913 -0.381 0.572
C 0.571 0.935 -0.067
C -1.820 0.851 0.182
N -0.592 1.369 -0.390
O 0.708 -0.611 1.860
S 2.215 1.389 -0.528
S 3.281 -0.164 0.410
H 0.009 -2.771 -2.067
H -1.517 -0.118 0.746
H -2.181 1.580 0.892
H -2.565 0.848 -0.662
H 0.718 -1.595 2.054
H -0.562 1.992 -1.165
*
```

E_tot = -1120.07687 Eh
E_LUMO = -5.410 eV
HOMO energy = -12.6 eV
Relative energy (zero: lowest compared OMol25 entry of this formula, charge and spin) = 0.370 eV
Kohn-Sham gap = 7.2 eV

Formula: C5H6NP
Source: the OMol25 dataset
Level of theory: wB97M-V/def2-TZVPD

The geometry in ORCA input format:
```
! wB97M-V def2-TZVPD RIJCOSX def2/J DEFGRID3
* xyz 0 1
C -0.592 1.602 0.212
C 0.455 1.363 1.027
C -0.987 0.373 -0.430
C -0.221 -0.660 0.038
C 0.894 -0.056 0.983
N -0.251 -1.947 -0.580
P -1.623 -1.801 -2.074
H -1.166 2.483 0.028
H 0.936 2.086 1.497
H 1.835 -0.076 0.600
H 0.943 -0.507 2.057
H 0.716 -2.205 -0.782
H -0.939 -0.653 -2.575
*
```

E_tot = -589.99325 Eh
E_LUMO (spin up / spin down) = -1.579 / -1.830 eV
HOMO energy (spin up / spin down) = -7.8 / -7.4 eV
Relative energy (zero: lowest compared OMol25 entry of this formula, charge and spin) = 5.691 eV
Kohn-Sham gap (spin up / spin down) = 6.2 / 5.6 eV

Formula: C5H6NS
Source: the OMol25 dataset
Level of theory: wB97M-V/def2-TZVPD

The geometry in ORCA input format:
```
! wB97M-V def2-TZVPD RIJCOSX def2/J DEFGRID3
* xyz 1 1
C -0.887 -1.055 0.358
C 0.441 1.024 1.680
C -0.076 -0.149 -0.367
C 0.616 0.859 0.341
C 0.034 -0.310 -1.809
N -0.198 0.220 2.527
S -0.961 -1.058 2.008
H -1.348 -1.899 -0.145
H 0.872 1.827 2.243
H 1.277 1.542 -0.278
H -0.451 0.567 -2.260
H -0.429 -1.267 -2.175
H 1.110 -0.301 -2.124
*
```

E_tot = -646.76733 Eh
E_LUMO = -6.183 eV
HOMO energy = -15.9 eV
Relative energy (zero: lowest compared OMol25 entry of this formula, charge and spin) = 0.000 eV
Kohn-Sham gap = 9.7 eV

Formula: C5H6NS
Source: the OMol25 dataset
Level of theory: wB97M-V/def2-TZVPD

The geometry in ORCA input format:
```
! wB97M-V def2-TZVPD RIJCOSX def2/J DEFGRID3
* xyz 1 1
C 0.157 -1.311 0.469
C 0.521 0.932 0.344
C -0.079 1.168 1.450
C 0.687 -0.399 -0.495
C -0.177 -0.125 -1.729
N -0.655 -1.392 1.336
S -1.262 -1.322 2.768
H 1.168 1.773 -0.065
H -0.647 1.504 2.304
H 1.789 -0.682 -0.645
H -1.165 -0.089 -1.273
H -0.391 -0.964 -2.405
H 0.052 0.909 -2.058
*
```

E_tot = -646.56973 Eh
E_LUMO (spin up / spin down) = -6.335 / -7.420 eV
HOMO energy (spin up / spin down) = -13.9 / -13.6 eV
Relative energy (zero: lowest compared OMol25 entry of this formula, charge and spin) = 5.377 eV
Kohn-Sham gap (spin up / spin down) = 7.6 / 6.2 eV

Formula: C5H6O
Source: the OMol25 dataset
Level of theory: wB97M-V/def2-TZVPD

The geometry in ORCA input format:
```
! wB97M-V def2-TZVPD RIJCOSX def2/J DEFGRID3
* xyz 0 1
C 1.740 -1.064 -1.084
C 0.538 -1.088 -1.107
O -0.774 -1.096 -1.063
C -1.260 -0.817 0.224
C -0.830 0.206 0.949
C -0.015 1.361 0.445
H 2.802 -1.009 -1.039
H -2.022 -1.528 0.522
H -1.154 0.230 1.985
H 1.029 1.349 0.776
H -0.018 1.404 -0.648
H -0.477 2.280 0.820
*
```

E_tot = -269.23101 Eh
E_LUMO = 0.994 eV
HOMO energy = -9.2 eV
Relative energy (zero: lowest compared OMol25 entry of this formula, charge and spin) = 3.136 eV
Kohn-Sham gap = 10.2 eV
SMILES string = C#CO/C=C\C

Formula: C5H6O
Source: the OMol25 dataset
Level of theory: wB97M-V/def2-TZVPD

The geometry in ORCA input format:
```
! wB97M-V def2-TZVPD RIJCOSX def2/J DEFGRID3
* xyz 0 1
C 1.121 1.036 -1.097
C 1.181 0.369 0.053
C 0.136 -0.654 0.381
C -1.350 -0.218 0.027
C -0.990 -0.738 1.337
O -1.391 -1.357 2.284
H 0.280 0.883 -1.773
H 1.893 1.727 -1.418
H 2.037 0.486 0.717
H 0.484 -1.673 0.182
H -1.346 0.868 -0.067
H -2.054 -0.730 -0.625
*
```

E_tot = -269.26037 Eh
E_LUMO = 0.701 eV
HOMO energy = -9.1 eV
Relative energy (zero: lowest compared OMol25 entry of this formula, charge and spin) = 2.337 eV
Kohn-Sham gap = 9.8 eV
SMILES string = C=C[C@@H]1CC1=O

Formula: C5H6O
Source: the OMol25 dataset
Level of theory: wB97M-V/def2-TZVPD

The geometry in ORCA input format:
```
! wB97M-V def2-TZVPD RIJCOSX def2/J DEFGRID3
* xyz 0 1
C 2.276 0.292 1.301
C 1.503 -0.274 0.563
C 0.562 -0.910 -0.384
C -0.854 -0.413 -0.480
C -1.374 0.944 -0.156
O -1.598 -1.322 -0.817
H 2.966 0.750 1.987
H 1.011 -0.967 -1.380
H 0.013 -1.929 -0.375
H -2.460 0.868 -0.080
H -1.103 1.641 -0.955
H -0.943 1.319 0.776
*
```

E_tot = -269.25171 Eh
E_LUMO = 0.902 eV
HOMO energy = -9.9 eV
Relative energy (zero: lowest compared OMol25 entry of this formula, charge and spin) = 2.572 eV
Kohn-Sham gap = 10.8 eV
SMILES string = C#CCC(C)=O

Formula: C5H6O
Source: the OMol25 dataset
Level of theory: wB97M-V/def2-TZVPD

The geometry in ORCA input format:
```
! wB97M-V def2-TZVPD RIJCOSX def2/J DEFGRID3
* xyz 0 1
C -1.992 -0.573 -1.173
C -1.281 -0.383 -0.216
C -0.258 -0.195 0.783
C 0.557 1.087 0.765
C 1.153 -0.168 0.220
O 1.336 -0.311 -1.147
H -2.642 -0.726 -2.006
H -0.417 -0.685 1.740
H 0.263 1.842 0.043
H 0.907 1.463 1.722
H 1.922 -0.672 0.802
H 0.494 -0.607 -1.528
*
```

E_tot = -269.25356 Eh
E_LUMO = 1.045 eV
HOMO energy = -9.8 eV
Relative energy (zero: lowest compared OMol25 entry of this formula, charge and spin) = 2.522 eV
Kohn-Sham gap = 10.8 eV
SMILES string = C#C[C@@H]1C[C@@H]1O

Formula: C5H6O
Source: the OMol25 dataset
Level of theory: wB97M-V/def2-TZVPD

The geometry in ORCA input format:
```
! wB97M-V def2-TZVPD RIJCOSX def2/J DEFGRID3
* xyz 0 1
C 0.519 -1.718 0.473
C 0.859 -0.230 0.489
C 0.395 1.101 -0.665
O 0.571 -0.030 -1.261
C -0.950 1.668 -0.781
C -1.965 2.330 -0.783
H 0.725 -2.110 1.478
H 1.128 -2.268 -0.248
H -0.538 -1.893 0.252
H 1.911 -0.004 0.624
H 0.220 0.260 1.232
H -2.873 2.895 -0.809
*
```

E_tot = -269.10906 Eh
E_LUMO (spin up / spin down) = 0.113 / 0.113 eV
HOMO energy (spin up / spin down) = -8.0 / -8.0 eV
Relative energy (zero: lowest compared OMol25 entry of this formula, charge and spin) = 6.454 eV
Kohn-Sham gap (spin up / spin down) = 8.1 / 8.1 eV

Formula: C5H6O
Source: the OMol25 dataset
Level of theory: wB97M-V/def2-TZVPD

The geometry in ORCA input format:
```
! wB97M-V def2-TZVPD RIJCOSX def2/J DEFGRID3
* xyz 0 1
C -2.691 0.356 -0.129
C -1.421 0.078 -0.108
C -0.262 -0.510 -0.135
C 1.055 0.210 -0.331
C 2.270 -0.170 0.390
O 2.156 -0.416 -0.996
H -3.119 0.505 -1.109
H -3.305 0.379 0.759
H -0.856 -1.222 0.585
H 0.976 1.262 -0.637
H 2.217 -1.065 1.005
H 2.979 0.595 0.707
*
```

E_tot = -269.18270 Eh
E_LUMO = 0.855 eV
HOMO energy = -8.8 eV
Relative energy (zero: lowest compared OMol25 entry of this formula, charge and spin) = 4.450 eV
Kohn-Sham gap = 9.7 eV
SMILES string = C=C=C[C@H]1CO1

Formula: C5H6O
Source: the OMol25 dataset
Level of theory: wB97M-V/def2-TZVPD

The geometry in ORCA input format:
```
! wB97M-V def2-TZVPD RIJCOSX def2/J DEFGRID3
* xyz 0 1
C -0.407 -1.508 0.238
C -1.674 -1.046 0.061
C -1.336 0.446 -0.151
C -0.241 -0.153 0.619
H 0.099 -2.446 0.436
H -1.963 1.174 0.366
H -1.159 0.721 -1.189
H 0.004 0.197 1.624
C 1.651 0.648 -0.491
O 1.615 1.740 0.027
H 1.177 0.424 -1.468
H 2.234 -0.197 -0.073
*
```

E_tot = -269.15316 Eh
E_LUMO (spin up / spin down) = 0.135 / 0.135 eV
HOMO energy (spin up / spin down) = -8.5 / -8.5 eV
Relative energy (zero: lowest compared OMol25 entry of this formula, charge and spin) = 5.254 eV
Kohn-Sham gap (spin up / spin down) = 8.7 / 8.7 eV
SMILES string = C1=C2C[C@H]12.C=O